[1]
Density functional theory data (ωB97M-V/def2-TZVPD) for a cluster of 2 separate species, C26H54B2N5O11 in total in a non-equilibrium geometry.

XYZ file:
```
98
Properties=species:S:1:pos:R:3:forces:R:3
H -3.592246 2.304812 0.039996 -0.863 2.300 0.503
O 2.197431 -6.189465 2.630728 -3.601 1.267 -0.852
H 0.092368 -1.512399 2.695086 -0.978 2.011 -0.254
H -2.012401 0.456174 1.320450 2.101 -1.403 -0.814
N 1.426176 0.440006 -1.720361 -2.280 -0.874 1.105
N -2.993553 -3.772510 -1.463155 1.868 0.669 0.736
O 2.281556 -1.522199 -3.327942 0.140 3.538 1.786
C -3.732522 3.392746 2.038308 0.452 -0.337 0.226
H 1.094203 -2.274013 0.918944 -1.046 -1.115 -2.050
C -1.221853 0.151335 3.791397 1.522 -0.504 0.665
C 0.040818 -5.028814 1.473568 2.109 -0.203 0.032
C 0.858073 -6.395318 1.985767 -1.868 -5.208 0.652
C -0.301717 -0.425836 2.525863 0.216 1.345 0.296
B -1.487761 -3.520974 -1.561945 -0.744 -1.766 -1.875
H 7.595632 3.738269 -3.890876 0.034 -0.173 0.194
N -1.398258 -1.003738 -2.542449 -1.241 2.732 -1.510
H -5.946512 -0.658954 2.971544 0.115 -0.027 -2.201
C 7.161161 2.836479 -3.448350 0.599 -0.181 -0.383
N -0.105758 0.574073 0.208958 -1.381 -3.140 -4.221
H 1.691682 2.429698 2.770111 -2.981 1.019 -0.663
C -6.274713 1.415203 0.909382 -0.558 1.370 -0.285
C -2.299692 -2.577514 1.572563 -0.633 0.553 0.111
H -3.227260 -4.503788 -0.756775 -0.153 0.848 -1.040
H -2.614991 -1.247279 -0.227089 2.073 -0.707 1.276
H -1.602880 1.246227 3.589407 0.554 -2.344 0.203
C 3.720360 -1.829086 -3.326663 1.257 -1.606 -0.400
C -5.965871 2.338673 -0.448501 -0.512 -0.200 0.869
H 0.901526 -5.133649 -0.750411 -0.241 1.762 2.137
H -1.074833 -5.239345 1.194682 2.282 0.185 0.795
H -4.653741 3.828503 2.625394 1.946 -0.657 -1.320
N -0.325668 -1.292409 -1.728298 2.882 0.399 3.652
H 4.382050 -0.876861 -3.551736 -1.311 -1.875 0.597
H 4.446705 6.802431 -1.011725 -0.029 -0.064 0.202
H -6.347362 2.192947 1.807413 0.175 -1.700 -1.841
H 0.666224 0.273292 2.521845 -2.054 -1.540 -0.160
O 4.928783 4.199532 -1.119206 0.698 -0.732 -0.505
C 0.949983 -4.436401 0.217653 1.136 -0.549 0.434
H -6.975190 2.603617 -0.979830 1.943 -0.394 1.186
C 0.868272 2.926031 0.673073 -0.173 0.108 0.056
H -2.747217 4.023772 2.259129 -2.235 -1.226 -0.298
O -5.210834 0.423187 1.173614 -2.368 -0.599 0.384
C 6.145865 3.885096 -1.629331 0.763 0.580 0.388
C 5.172299 6.459650 -0.266975 0.198 0.096 -0.249
H 6.166375 6.613626 -0.698324 -0.102 -0.082 0.180
H -3.263903 4.217280 -0.070817 -1.701 -1.770 0.915
B 2.007787 -0.106039 -3.015712 1.700 -1.035 -3.255
H -3.542213 2.293237 2.461614 -0.532 2.318 -1.016
O -5.354129 3.624443 -0.011915 1.331 -2.511 -0.472
H -3.534173 -2.889943 -1.331380 0.566 -1.263 0.323
C -4.686701 -2.044390 1.603328 -1.482 0.707 -0.914
C -0.678163 -2.356738 -0.664597 0.475 1.168 0.294
C 4.173967 -2.624948 -1.942779 -0.485 0.392 -0.590
H -2.821353 -3.536079 1.154020 1.328 1.817 0.450
H 3.958947 4.882571 0.540729 0.084 -0.195 -0.307
H 1.939124 1.271047 -1.297518 -1.336 -1.248 -0.609
O 2.387713 0.903255 -4.057034 1.133 -1.639 3.608
C -1.659813 -1.587694 0.406589 -1.040 -0.580 -0.396
H 3.565506 -3.640046 -1.858019 1.316 2.206 -0.250
O -3.387028 -1.790608 2.244069 -0.334 -1.375 -1.497
H 1.641310 3.283953 -0.142415 -2.549 1.108 1.381
H -5.293398 1.765666 -1.216580 -1.090 1.035 1.511
H 0.183178 -4.252998 2.355915 -0.655 -1.569 -1.730
H -5.231707 -3.022471 1.976368 1.324 1.789 -0.440
H 6.914512 2.139474 -4.254073 -0.224 0.187 0.213
C -3.964882 3.378058 0.407325 1.074 -0.109 0.424
O 7.226985 4.211859 -1.162477 -1.805 -0.649 -0.768
H 0.680856 4.225096 2.555050 2.682 -1.273 -1.044
H -6.741022 -1.114750 1.228045 1.730 0.578 1.425
H 2.220454 -5.271630 3.074246 -0.214 -1.927 -1.184
H 5.685500 4.624483 0.784256 -0.009 0.009 -0.312
H 3.338703 1.197171 -3.860420 -1.890 -0.338 -0.685
H -1.351961 2.421699 0.672767 1.780 -1.386 -0.898
H -0.918364 -5.348413 -2.347040 -0.042 2.198 -0.931
H 3.954523 -1.971579 -0.979180 0.624 -1.327 -1.989
C 0.298520 -0.087546 -1.077053 1.322 1.443 0.860
H 5.314267 -2.858928 -2.062627 -2.176 0.442 0.460
H -2.050628 -0.596823 4.141213 1.397 1.655 -0.984
C 1.098246 3.217344 2.114189 -0.169 -0.575 -1.339
H -0.452638 0.243906 4.699463 -1.733 -0.172 -1.871
H -0.621015 2.273913 -1.057840 0.724 -0.057 2.390
C 0.760229 -2.846088 -0.074443 1.181 -0.122 -0.006
O -0.777613 -4.366361 -2.586648 -1.075 0.041 3.761
O 5.955386 3.166456 -2.763240 -0.223 0.337 0.931
H 1.598352 -2.550636 -0.872454 -1.988 -0.725 1.548
H -1.628994 0.022824 -2.379963 -0.383 -1.834 -0.736
H 7.878625 2.349130 -2.780459 -0.126 0.259 -0.064
C -1.058021 -0.211319 1.054542 -1.241 -0.854 2.425
H -1.537287 -2.919559 2.386990 -1.463 0.932 -1.516
C -0.420061 2.036190 0.083987 2.423 1.275 -0.045
C -5.776806 -0.794720 1.821564 1.343 -1.024 -0.404
O 0.375019 -7.636597 1.897559 3.401 8.304 0.330
H 3.898980 -2.607205 -4.208617 -0.430 1.868 1.797
H 2.078111 -4.564294 0.593039 -2.419 0.386 -0.848
H -1.161020 -1.138941 -3.558045 -0.034 0.256 1.317
H 5.085152 7.082132 0.627614 -0.015 -0.100 -0.089
H -4.581486 -2.147383 0.429802 -0.011 0.237 2.282
C 4.941939 4.997809 0.070849 0.056 0.610 0.570
H -7.342226 0.940907 0.783279 2.161 0.522 0.229
```
Positions in Å, forces in eV/Å.

Total charge: +1
Energy: -2173.4771 a.u.
E_LUMO: -4.31 eV
HOMO-LUMO gap: 6.25 eV
HOMO level: -0.3881 Ha

***

[2]
Density functional theory data (ωB97M-V/def2-TZVPD) for a cluster of 2 separate species, C35H37N3O2S in total in a non-equilibrium geometry.

XYZ file:
```
78
Properties=species:S:1:pos:R:3:forces:R:3
H 1.397472 -4.508297 0.617682 0.105 0.137 0.043
C 5.111351 2.008511 -3.921494 0.420 0.013 0.081
C 0.460594 0.889257 1.632419 0.255 0.246 -0.250
C 3.661114 2.730718 0.798585 0.594 0.130 0.947
C 1.501352 -3.689429 -3.407836 0.458 0.162 0.175
H 4.923427 4.133276 -4.266749 0.107 -0.242 -0.029
H 9.111776 1.284527 -6.519717 0.017 0.153 0.005
H 2.047683 2.024622 -0.506209 0.235 0.230 -0.083
C 1.539476 -3.498883 0.965160 0.412 0.040 -1.480
H 9.388472 2.955311 -5.971746 -0.103 -0.148 -0.057
C 3.489786 -2.347896 -3.251894 -0.204 -0.276 0.428
C 4.282015 -1.380302 -1.097724 0.411 0.455 0.146
H 5.180938 4.517857 3.933670 -0.092 -0.189 -0.265
C 5.591804 3.310708 2.169537 -0.424 0.169 -0.067
C 6.665674 3.312711 -5.246339 -0.147 -0.080 0.027
C 1.998983 -1.322225 0.792639 -1.327 -1.182 0.625
H 1.196165 -3.454163 3.119500 0.091 0.176 -0.099
C 7.430584 2.175988 -5.528925 -0.366 -0.007 0.422
H 2.732824 4.666320 3.488412 0.296 -0.307 -0.340
H -0.775520 -4.112615 -2.435725 0.010 0.081 0.241
C 1.262696 1.652869 3.841069 0.505 -0.163 0.598
H 5.073391 -0.987255 -1.749255 -0.269 -0.080 0.149
C 1.130183 0.642809 2.831913 -0.693 0.143 -0.485
H 1.770244 3.561881 1.458100 0.408 -0.103 0.191
H 0.943834 2.673533 3.605859 -0.149 -0.460 0.126
H 6.966447 4.270141 -5.675618 -0.131 -0.207 0.150
C 2.838432 3.476668 1.682642 0.153 -0.593 -0.476
H 0.294226 1.916481 1.311634 -0.526 -0.294 0.269
C 2.062295 -2.593991 -1.327696 0.406 -0.558 -1.105
H 2.403222 3.263327 5.900212 -0.128 -0.170 0.021
N 1.856741 -2.456661 0.075911 0.003 -0.024 1.235
O 2.820894 3.082817 -3.316893 0.213 -0.337 0.234
H 3.494375 -2.126969 5.602498 -0.110 -0.040 -0.188
C 1.468036 -2.983629 2.190141 -0.355 1.434 0.541
H -0.053735 0.076445 1.111654 0.322 0.417 -0.099
C 1.669100 -0.657492 3.138460 0.045 1.235 1.367
N 1.705145 -1.595162 2.089242 0.572 -1.480 -1.511
H 5.573183 -0.092704 -3.768270 0.078 0.251 -0.104
H 4.351593 -1.880080 -3.732139 -0.172 -0.309 0.195
H 6.667616 3.269068 2.341153 -0.291 0.002 -0.006
H 7.623916 0.067815 -5.156062 -0.172 0.170 0.079
C 3.242487 -2.084446 -1.903512 -0.353 -0.498 -0.243
C 3.167012 -3.665178 -5.330829 -0.028 0.072 -0.340
C 5.884596 0.869606 -4.171368 -0.188 0.189 0.061
H 2.379519 -4.180479 -5.889085 0.156 0.087 0.038
H 4.031765 -4.340208 -5.245961 -0.271 0.139 0.016
H 2.230705 1.969078 7.102329 -0.043 0.126 -0.134
H 5.684149 2.167451 0.317962 -0.243 0.204 0.406
H -0.691374 -3.150727 -0.955545 0.197 -0.099 0.013
C 2.210579 -0.940056 4.394847 -0.098 0.636 0.124
H 4.777703 -2.060118 -0.387036 -0.285 0.139 -0.064
H 0.821584 -4.327157 -3.982100 0.278 0.233 0.161
O 2.968484 0.584837 -3.402952 0.282 0.479 -0.027
H -0.041628 -4.812858 -1.012389 -0.029 0.235 0.000
C 8.650257 2.268032 -6.401702 0.092 -0.017 -0.063
H 0.793159 2.761985 6.450006 0.212 -0.086 -0.142
C 1.751348 1.357023 5.105582 -0.060 0.138 -0.979
H 3.861827 -0.528412 -0.558025 0.433 -0.244 -0.082
H 2.647992 -0.148133 6.352801 -0.111 -0.058 -0.236
H 3.498105 -2.788052 -5.901117 -0.094 -0.227 -0.010
C -0.146398 -3.873533 -1.570559 -0.517 -0.310 -0.111
H 3.420206 -2.644435 3.914666 -0.017 -0.150 0.076
H 2.086486 -3.013641 5.040469 0.097 0.100 -0.122
C 1.796205 2.394520 6.190932 0.011 0.209 0.265
H 2.038372 -0.337367 0.350010 0.191 -0.098 0.408
C 3.143928 2.102508 -0.423597 -0.101 0.597 -1.574
C 5.048100 2.689268 1.043076 0.000 0.031 0.269
S 3.539972 1.864516 -3.045266 -0.497 -0.645 0.598
H 8.399640 2.645824 -7.399183 -0.009 -0.054 0.154
C 2.228362 0.066579 5.369205 0.006 -0.492 0.050
N 3.946385 1.809142 -1.404077 0.113 1.138 0.036
C 7.032419 0.962223 -4.957333 -0.072 0.050 -0.068
C 4.759880 4.019836 3.058311 -0.186 -0.327 -0.431
C 2.824916 -2.256885 4.744910 0.350 -0.274 0.280
C 5.519477 3.241676 -4.455232 -0.200 -0.232 0.170
C 1.161086 -3.364099 -2.091290 0.405 0.314 -0.063
C 3.381691 4.095674 2.811665 0.277 0.116 -0.266
C 2.693801 -3.230922 -3.976773 -0.153 0.185 0.181
```
Positions in Å, forces in eV/Å.

Total charge: 0
Energy above the lowest of the compared OMol25 structures with the same formula, charge and spin: 0.00 kJ/mol
Energy: -2068.7209 a.u.
E_LUMO: -0.33 eV
HOMO-LUMO gap: 4.80 eV
HOMO level: -0.1885 Ha

***

[3]
Density functional theory data (ωB97M-V/def2-TZVPD) for a structure of composition C24H36MoN3OSSi.

XYZ file:
```
67
Properties=species:S:1:pos:R:3:forces:R:3
H -3.747276 1.938333 -3.300914 -0.027 -0.005 0.043
H -0.326523 -3.579309 1.718949 -0.003 0.004 -0.010
N -0.221750 -1.770569 -2.138948 0.127 0.059 0.224
O 2.481401 -0.707776 0.493518 -0.084 0.041 -0.084
C 3.970333 -4.532871 1.040662 -0.050 0.022 -0.033
H -0.348019 3.911755 -5.319214 -0.016 0.030 -0.027
C 1.350516 1.936813 3.097370 0.025 0.013 0.027
H -0.456487 -3.300037 3.453574 0.004 0.002 0.023
H 2.071685 1.550537 3.808505 -0.001 0.004 0.001
C -0.112341 3.117668 -4.609028 -0.030 -0.044 -0.025
H -2.409134 -2.959837 2.082969 -0.015 0.004 0.010
C 0.682077 -0.499015 2.839418 -0.053 -0.073 0.006
N -0.867077 -0.348925 -3.807279 -0.164 0.124 -0.063
C -0.917334 2.724173 1.568275 -0.017 0.036 -0.056
H 2.032115 -1.941910 3.735963 -0.007 -0.002 -0.002
C -3.040470 2.210270 -4.086114 0.048 0.029 0.048
H 2.796815 -0.443887 3.233157 -0.009 0.005 -0.004
H -1.276174 3.158783 2.504155 -0.027 -0.004 0.013
H -1.660212 2.939094 0.807662 0.032 0.004 0.006
H -1.078903 5.158326 -2.235864 0.042 0.017 0.016
H 1.769714 -0.477547 4.668382 0.015 -0.015 0.000
C 0.431603 0.861898 2.580182 -0.047 -0.034 -0.108
N 0.494992 -1.845034 -0.930221 -0.060 -0.261 -0.257
H -3.330193 -0.020184 0.059165 0.019 0.007 -0.002
C 1.218320 -2.909969 -0.848235 0.051 0.054 0.049
H -0.005100 3.252568 1.296169 0.002 -0.008 0.012
H 1.108108 -3.220368 2.639299 -0.003 0.000 -0.005
C 2.839528 -4.350345 0.283890 0.071 -0.008 0.044
C 4.615475 -3.409390 1.572009 0.028 0.010 0.020
C -0.881934 2.050086 -1.805304 0.003 0.051 -0.022
C -0.664188 1.248335 1.743637 0.022 -0.029 0.005
H -3.533760 2.946646 -4.722377 -0.016 0.027 -0.041
H 4.376238 -5.520760 1.197720 0.005 -0.037 0.004
H 0.833090 3.376177 -4.131351 0.034 0.016 0.034
H -3.765079 0.631219 1.635445 -0.002 -0.010 -0.007
C 4.124019 -2.140712 1.369121 -0.050 -0.088 -0.043
H 1.907591 2.409968 2.286844 -0.001 -0.003 -0.014
C -0.170719 -1.511139 2.283496 0.032 0.018 -0.054
H -1.132028 -1.155571 -4.350891 0.005 -0.015 0.006
H 0.055569 2.217464 -5.203912 0.025 -0.019 -0.007
C 0.054533 -2.978605 2.542660 0.020 -0.026 -0.011
H -2.855852 1.323345 -4.685463 0.013 -0.080 -0.041
C 2.292890 -3.069451 0.090624 -0.035 -0.081 -0.067
Mo 0.502201 -0.281233 0.525520 0.029 0.252 0.531
H 1.061254 -3.673459 -1.606901 0.025 -0.013 -0.001
H -3.010218 1.662793 0.442435 -0.005 0.000 0.031
C 1.889331 -0.871250 3.657132 0.000 0.024 0.018
H -1.723275 1.654349 -1.236376 0.038 -0.054 -0.030
H -3.460912 -1.730561 1.405645 -0.003 0.002 0.004
H 5.525633 -3.538116 2.143738 0.007 -0.004 0.002
C -1.670918 0.256459 1.424498 0.047 0.073 0.008
C -2.455321 -2.139608 1.371675 -0.004 0.001 -0.033
C -3.007033 0.657196 0.848573 0.005 -0.035 -0.069
H -0.597362 0.471956 -4.321106 0.027 -0.038 -0.014
H 0.775808 2.717486 3.596187 -0.002 0.001 0.011
C -0.268439 -0.590253 -2.617205 -0.128 -0.007 -0.152
H 4.634957 -1.271526 1.758076 0.020 0.034 0.015
C -1.424468 -1.090645 1.702628 0.071 0.042 -0.078
H 2.350947 -5.198301 -0.179498 -0.019 -0.031 -0.017
H -2.715642 4.579444 -1.913886 -0.022 -0.003 0.034
S 0.460126 0.830432 -1.781443 -0.112 -0.210 0.090
H -0.436036 2.838786 -1.193826 -0.019 0.029 0.046
Si -1.500069 2.978284 -3.365649 0.031 0.082 0.010
H -2.298160 -2.558645 0.375391 0.018 -0.006 -0.019
H -2.330356 5.307047 -3.464325 -0.021 0.024 -0.049
C -1.941035 4.658843 -2.679198 0.022 -0.049 -0.010
C 2.932908 -1.939723 0.650219 0.091 0.151 0.062
```
Positions in Å, forces in eV/Å.

Total charge: +1
Energy above the lowest of the compared OMol25 structures with the same formula, charge and spin: 74.50 kJ/mol
Energy: -1931.3583 a.u.
E_LUMO (alpha / beta): -2.50 / -3.23 eV
2S+1: 3
HOMO-LUMO gap (alpha / beta): 7.66 / 7.03 eV
HOMO level (alpha / beta): -0.3736 / -0.3772 Ha

***

[4]
Density functional theory data (ωB97M-V/def2-TZVPD) for an isolated molecule of C5H8Cl2 in a non-equilibrium geometry.

XYZ file:
```
15
Properties=species:S:1:pos:R:3:forces:R:3
C 0.454981 1.897328 -0.737302 1.448 1.233 1.785
Cl 2.207538 -0.196850 -0.405101 -0.858 -0.019 -0.047
H 1.637173 2.173313 -0.859723 -3.265 -0.288 0.007
C 0.509699 0.468188 -0.118197 1.020 -0.084 -0.861
H 0.025196 2.618922 0.112313 0.764 -1.346 -2.163
H 0.592303 -2.149302 -0.669464 1.550 -0.472 0.022
H -0.915685 -2.648300 -0.097616 -1.795 -2.421 2.308
C -0.619572 -0.539915 -0.126908 -0.041 -0.964 -1.399
C -0.437406 -1.970844 -0.659317 -0.586 3.235 -3.359
H -0.129905 1.989768 -1.717822 0.932 -0.262 1.571
H -0.705604 0.612459 1.702513 0.553 -0.863 0.014
C -0.078736 -0.118566 1.152179 2.243 0.452 2.808
H -0.817840 -2.115111 -1.730141 0.511 0.558 1.412
Cl -2.161413 0.298476 -0.405427 -0.295 -0.471 -0.497
H 0.684088 -0.811642 1.784329 -2.181 1.711 -1.603
```
Positions in Å, forces in eV/Å.

Total charge: 0
Energy above the lowest of the compared OMol25 structures with the same formula, charge and spin: 202.10 kJ/mol
Energy: -1115.6281 a.u.
E_LUMO: 0.83 eV
HOMO-LUMO gap: 10.73 eV
HOMO level: -0.3639 Ha
SMILES: C[C@@]1(Cl)C[C@@]1(C)Cl

***

Which formula does entry 2 have? C35H37N3O2S

***

Among the records above, which one has the highest energy? C5H8Cl2